Entry from the Open Molecules 2025 dataset: a structure of composition C31H61Br18ClNO at a distorted geometry (wB97M-V/def2-TZVPD).

```
113
Properties=species:S:1:pos:R:3:lowdin_charge:R:1
C 4.406 -2.487 4.755 -0.138
C 4.305 -3.388 3.365 -0.194
C 3.189 -2.719 2.313 -0.192
O 3.698 -2.999 0.964 -0.176
C 2.644 -2.920 -0.066 -0.393
C 1.772 -4.298 0.023 -0.031
C 3.467 -3.015 -1.521 -0.056
C 4.231 -1.540 -1.664 -0.261
C 5.518 -1.559 -2.679 -0.626
Br 5.893 0.256 -3.533 0.647
C 5.502 -2.750 -3.805 -0.707
C 7.022 -2.729 -4.504 -0.177
Br 4.221 -2.324 -5.293 0.603
C 3.036 -0.480 -2.093 -0.134
N 1.672 -0.935 -1.534 0.046
C 1.807 -1.525 -0.113 -0.161
C 0.338 -1.509 0.582 -0.160
C 0.319 -0.912 2.141 -0.590
C -0.683 0.421 2.277 -0.156
Cl -0.460 -2.194 3.292 0.514
H 5.230 -2.968 5.471 0.092
H 4.784 -1.396 4.522 0.081
H 3.337 -2.485 5.238 0.082
H 5.353 -3.311 2.800 0.120
H 4.039 -4.512 3.549 0.116
H 2.112 -3.122 2.528 0.107
H 3.302 -1.546 2.476 0.124
H 1.195 -4.416 -1.016 0.108
H 2.467 -5.248 0.102 0.112
H 0.940 -4.305 0.858 0.090
H 2.716 -3.209 -2.429 0.140
H 4.309 -3.824 -1.443 0.106
H 4.640 -1.146 -0.614 0.162
H 6.476 -1.760 -1.997 0.124
H 5.374 -3.835 -3.384 0.092
H 7.320 -3.830 -4.843 0.087
H 7.768 -2.364 -3.647 0.094
H 6.985 -1.974 -5.398 0.060
H 2.948 -0.517 -3.273 0.109
H 3.285 0.640 -1.819 0.146
H 1.168 -1.588 -2.191 0.193
H 1.089 -0.043 -1.535 0.161
H 2.467 -0.717 0.468 0.180
H -0.326 -0.726 -0.030 -0.006
H -0.266 -2.508 0.565 0.113
H 1.367 -0.546 2.508 0.095
H -1.663 0.104 2.863 0.036
H -0.889 0.945 1.252 0.044
H -0.138 1.210 2.966 0.094
Br -1.915 0.528 -1.381 0.640
C -3.699 0.770 -0.631 -0.915
C -4.070 -0.377 0.280 -0.738
Br -4.566 -1.960 -0.746 0.634
H -4.385 0.897 -1.472 -0.030
H -3.645 1.707 -0.068 -0.016
H -4.959 -0.129 0.868 -0.082
H -3.263 -0.674 0.955 0.038
Br 7.910 -6.806 -3.032 0.615
C 6.397 -7.047 -1.824 -0.685
C 6.164 -5.812 -0.986 -0.724
Br 7.470 -5.681 0.456 0.629
H 6.600 -7.943 -1.232 0.058
H 5.540 -7.237 -2.479 0.060
H 5.192 -5.865 -0.486 0.047
H 6.224 -4.882 -1.557 0.015
Br 1.698 -2.180 -8.193 0.570
C 2.653 -2.516 -9.860 -0.685
C 3.925 -1.704 -9.935 -0.697
Br 3.548 0.160 -10.367 0.604
H 1.956 -2.308 -10.675 0.056
H 2.880 -3.587 -9.845 0.061
H 4.562 -2.061 -10.749 0.061
H 4.497 -1.706 -9.003 0.043
Br -4.723 4.112 -5.065 0.621
C -3.784 4.881 -3.537 -0.696
C -2.680 3.968 -3.057 -0.594
Br -3.399 2.469 -2.036 0.794
H -4.537 5.093 -2.774 0.041
H -3.370 5.826 -3.905 0.058
H -2.020 4.495 -2.362 0.062
H -2.083 3.545 -3.869 0.059
Br -4.087 1.827 3.278 0.644
C -5.407 3.244 3.041 -0.700
C -6.729 2.686 2.569 -0.647
Br -6.669 2.237 0.672 0.682
H -4.972 3.974 2.354 -0.025
H -5.512 3.701 4.031 0.026
H -7.518 3.439 2.658 0.069
H -7.034 1.781 3.102 0.027
Br -8.017 -3.435 5.006 0.613
C -6.666 -2.147 5.577 -0.694
C -6.747 -0.875 4.766 -0.672
Br -5.968 -1.115 2.995 0.662
H -5.697 -2.648 5.505 0.054
H -6.890 -1.949 6.630 0.061
H -6.153 -0.083 5.233 0.052
H -7.770 -0.517 4.620 0.057
Br -6.735 6.735 -0.168 0.605
C -5.183 7.817 0.310 -0.689
C -4.100 6.971 0.938 -0.664
Br -4.533 6.528 2.787 0.662
H -5.541 8.619 0.960 0.055
H -4.837 8.248 -0.635 0.059
H -3.160 7.528 0.991 0.063
H -3.928 6.026 0.414 0.047
Br -1.796 8.187 5.578 0.592
C -3.580 8.430 6.328 -0.693
C -3.951 7.283 7.239 -0.676
Br -4.447 5.699 6.213 0.587
H -4.266 8.556 5.486 0.039
H -3.526 9.367 6.891 0.062
H -4.840 7.530 7.827 0.062
H -3.144 6.986 7.914 0.056
```

## Properties
Highest occupied orbital energy ... -0.3820 hartree
Charge ... +1
DFT total energy ... -48139.6452 a.u.
LUMO energy ... -2.741 eV
Frontier orbital gap ... 7.654 eV

Entry from the Open Molecules 2025 dataset: a cluster of 2 separate species, Cl3H3S3Si2 in total at a distorted geometry (wB97M-V/def2-TZVPD).

```
11
Properties=species:S:1:pos:R:3:nbo_charge:R:1
Si -0.070 -0.647 -0.607 0.790
Si 3.101 -2.928 0.584 1.039
S -1.186 -1.638 0.968 -0.396
S 0.302 1.367 -0.084 -0.393
S -0.650 -0.731 -2.638 -0.396
Cl 2.391 -4.448 1.717 -0.374
Cl 3.746 -3.791 -1.146 -0.381
Cl 4.715 -2.208 1.506 -0.361
H -1.675 -2.540 0.095 0.156
H -0.396 1.405 0.963 0.146
H -1.520 -1.770 -2.416 0.168
```

## Properties
ΔE to the lowest compared entry with this formula, charge and spin ... 2.9663 eV
Highest occupied orbital energy (alpha / beta) ... -0.3116 / -0.2710 hartree
DFT total energy ... -3156.0511 a.u.
LUMO energy (alpha / beta) ... -1.074 / -1.727 eV
Frontier orbital gap (alpha / beta) ... 7.407 / 5.647 eV

Entry from the Open Molecules 2025 dataset: a cluster of 2 separate species, C11H17NO2P in total at a distorted geometry (wB97M-V/def2-TZVPD).

```
32
Properties=species:S:1:pos:R:3:nbo_charge:R:1
C -1.170 0.397 0.113 -0.230
C 0.055 1.030 0.019 -0.140
C -0.162 -2.139 -0.233 -0.821
C 1.280 0.493 -0.578 0.678
C 1.235 -2.024 0.242 0.612
C 0.256 2.524 0.447 -0.630
C -3.103 1.836 -0.645 -0.610
C 3.857 -0.650 0.967 -0.601
C -2.843 -1.701 -0.744 -0.964
C -2.389 1.148 0.535 -0.458
C 3.294 -0.939 -0.428 -0.233
N 1.864 -0.782 -0.347 -0.509
O 1.906 1.304 -1.303 -0.657
O 1.950 -2.908 0.705 -0.669
P -1.507 -1.463 0.599 0.816
H 0.154 2.572 1.523 0.193
H -0.507 3.175 -0.009 0.206
H 1.263 2.713 0.278 0.232
H -3.828 2.416 -0.104 0.206
H -3.301 1.149 -1.393 0.211
H -2.507 2.721 -1.028 0.195
H 3.659 -1.428 1.672 0.240
H 5.023 -0.794 0.871 0.171
H 3.698 0.322 1.190 0.199
H -3.246 -2.707 -0.489 0.213
H -2.288 -2.035 -1.743 0.233
H -3.514 -0.847 -0.998 0.218
H -3.037 0.416 1.027 0.200
H -2.258 1.847 1.396 0.191
H 3.515 -0.435 -1.382 0.230
H 3.518 -1.988 -0.726 0.210
H -0.866 -3.223 0.566 0.072
```

## Properties
ΔE to the lowest compared entry with this formula, charge and spin ... 3.1741 eV
Highest occupied orbital energy ... -0.1223 hartree
Charge ... -1
DFT total energy ... -975.7848 a.u.
LUMO energy ... 3.410 eV
Frontier orbital gap ... 6.738 eV